Entry 1:
# H2

A 2-piece molecular cluster, H2 overall (ωB97M-V with the def2-TZVPD basis set, the OMol25 dataset).

Electronic energy, eV: -25.02421
Highest occupied orbital energy, hartree: -0.351

Element x y z (Å)
H  -0.813  -0.579  0.870
H  0.813  0.579  -0.870

Entry 2:
# H2

A 2-piece molecular cluster, H2 overall (ωB97M-V with the def2-TZVPD basis set, the OMol25 dataset).

Electronic energy, eV: -25.98821
Highest occupied orbital energy, hartree: -0.371

Element x y z (Å)
H  0.000  0.000  1.104
H  0.000  0.000  -1.104

Entry 3:
# H2

One molecule with the formula H2 (ωB97M-V with the def2-TZVPD basis set, the OMol25 dataset).

SMILES: [H][H]
Electronic energy, eV: -31.58907
Highest occupied orbital energy, hartree: -0.532

Element x y z (Å)
H  0.000  0.000  0.371
H  0.000  0.000  -0.371

Entry 4:
# H20NeO10

H20NeO10 as an isolated structure (ωB97M-V with the def2-TZVPD basis set, the OMol25 dataset).

Electronic energy, eV: -24309.04980
Highest occupied orbital energy, hartree: -0.395

Element x y z (Å)
Ne  -0.076  -0.416  -0.317
O  -2.721  0.519  1.130
H  -1.959  0.886  1.578
H  -2.454  -0.369  0.891
O  -0.672  2.174  2.402
H  -0.308  2.177  1.516
H  -1.083  3.033  2.495
O  0.484  -0.352  3.415
H  -0.239  0.273  3.468
H  0.906  -0.161  2.577
O  0.449  -0.210  -4.102
H  0.969  0.120  -3.369
H  -0.393  -0.445  -3.712
O  3.402  -0.533  -1.851
H  3.012  -1.010  -1.119
H  3.476  0.369  -1.538
O  2.208  0.423  1.322
H  2.039  -0.441  0.946
H  3.070  0.341  1.731
O  0.843  2.456  -0.049
H  1.366  1.757  0.342
H  1.087  3.241  0.441
O  -2.876  -0.517  -2.444
H  -2.776  0.420  -2.275
H  -3.722  -0.592  -2.886
O  -3.653  -2.104  -0.062
H  -4.386  -1.502  0.069
H  -3.301  -1.869  -0.921
O  2.387  -2.195  0.249
H  1.718  -2.782  -0.105
H  3.203  -2.690  0.177

Energy above the lowest of the compared OMol25 structures with the same formula, charge and spin (computed, kJ/mol): 633.4, 540.4, 0.0, 38.2
F_max (computed, eV Å⁻¹): 1.84, 2.59, 0.03, 0.82